a) DFT (ωB97M-V/def2-TZVPD) results for one molecule with the formula C3H8O2.

```
13
Properties=species:S:1:pos:R:3:mulliken_charge:R:1
H 0.91044 0.17502 1.53862 0.268
H -1.73119 1.28547 0.01678 0.342
H 1.03378 1.31321 0.16473 0.339
H 0.73294 -0.58679 -1.68505 0.390
C 0.92960 0.26018 0.43353 -0.473
C -1.64347 0.23749 0.31612 -1.281
H 2.81768 0.04790 -0.30326 0.299
O 2.01274 -0.48745 -0.24654 -0.571
O -0.21368 -0.32734 -1.55211 -0.576
H -2.47446 -0.31239 -0.13703 0.314
H -1.74661 0.16821 1.40714 0.364
C -0.32634 -0.36459 -0.14941 0.426
H -0.28594 -1.40590 0.20655 0.157
```

Summary:
HOMO energy in eV: -10.0
Kohn-Sham gap in hartree: 0.3969
LUMO energy in eV: 0.8057


b) DFT (ωB97M-V/def2-TZVPD) results for a 2-piece molecular cluster, C3H8O2 overall.

```
13
Properties=species:S:1:pos:R:3:mulliken_charge:R:1
C 1.85585 -2.22430 0.95839 -0.095
H 0.46696 1.99512 -0.34635 0.286
H -0.38514 1.52910 -1.72639 0.272
O 1.37906 -1.19886 0.56735 -0.358
H 2.44798 -2.30230 1.87067 0.232
O -1.34750 -0.52292 -0.66490 -0.535
H 1.72752 -3.19636 0.44310 0.205
C -0.56071 1.80890 -0.68160 -0.966
H -2.17079 0.93151 0.40498 0.302
H -0.59515 -0.63850 -1.24718 0.279
C -1.15593 0.65550 0.11654 -0.114
H -1.11636 2.74239 -0.67847 0.294
H -0.54579 0.42073 0.98387 0.197
```

Summary:
HOMO energy in eV: -9.9
Kohn-Sham gap in hartree: 0.3886
LUMO energy in eV: 0.7158


Taking the most stable structure as the zero point, the relative energies in kcal/mol are a) 0.0; b) 23.3.


a) DFT (ωB97M-V/def2-TZVPD) results for C3H8O2 as an isolated structure.

```
13
Properties=species:S:1:pos:R:3:mulliken_charge:R:1
H 0.57018 -0.80838 -1.77967 0.358
H 0.60008 1.23273 0.51458 0.238
H -0.76495 -1.49815 0.26342 0.382
H 1.55902 0.66034 -1.73303 0.314
H -1.63757 1.30479 -0.24957 0.329
H 0.35477 -0.84135 1.63493 0.125
H 1.86984 -0.64169 -0.56578 0.357
H -0.46765 -0.49268 1.97760 0.100
O -0.92455 1.15138 -0.89684 -0.526
C -0.66246 -0.48963 0.70695 -0.002
C 0.09444 0.52309 -0.16168 0.356
O -1.67688 0.00700 1.40398 -0.746
C 1.08572 -0.10743 -1.11488 -1.286
```

Summary:
HOMO energy in eV: -9.7
Kohn-Sham gap in hartree: 0.3732
LUMO energy in eV: 0.4724


b) DFT (ωB97M-V/def2-TZVPD) results for one molecule with the formula C3H8O2.

```
13
Properties=species:S:1:pos:R:3:mulliken_charge:R:1
H 1.30797 -0.80452 0.84532 0.248
C 1.28029 -0.39212 -0.18018 -0.393
C -0.13108 -0.53279 -0.75296 -0.556
H -2.16066 0.10423 -0.32940 0.263
O -0.83180 1.24997 0.75243 -0.554
H -1.36837 -0.74483 1.00640 0.351
H -0.35116 -1.58398 -0.98366 0.323
H 1.01059 1.46084 0.17314 0.375
H 1.98726 -0.97732 -0.77679 0.310
H -0.16446 0.02143 -1.69806 0.291
H -0.86094 1.18643 1.71251 0.311
C -1.20706 -0.01711 0.19956 -0.418
O 1.73404 0.94091 -0.21181 -0.550
```

Summary:
HOMO energy in eV: -10.0
Kohn-Sham gap in hartree: 0.3941
LUMO energy in eV: 0.7495


c) DFT (ωB97M-V/def2-TZVPD) results for a 2-piece molecular cluster, C3H8O2 overall.

```
13
Properties=species:S:1:pos:R:3:mulliken_charge:R:1
H 1.14288 0.40231 -0.75410 0.111
C -1.63903 -0.64460 0.91133 -0.755
O 2.08335 1.18651 -2.27577 -0.513
H -1.96515 -1.64662 1.14930 0.285
C 1.64303 -0.00023 -1.61898 -0.382
C -1.55859 0.38491 1.74805 0.135
H -1.43533 -0.45774 -0.13039 0.216
O -1.63269 0.27885 3.10905 -0.507
H 2.61058 0.91555 -3.05000 0.287
H 0.88313 -0.57625 -2.18196 0.223
H -1.48098 1.37096 1.30652 0.304
H 2.42710 -0.75573 -1.56450 0.274
H -1.07830 -0.45791 3.35146 0.321
```

Summary:
HOMO energy in eV: -9.4
Kohn-Sham gap in hartree: 0.3767
LUMO energy in eV: 0.8673


Taking the most stable structure as the zero point, the relative energies in kcal/mol are a) 86.2; b) 0.0; c) 32.4.


a) DFT (ωB97M-V/def2-TZVPD) results for a 2-piece molecular cluster, C3H8O2 overall.

```
13
Properties=species:S:1:pos:R:3:mulliken_charge:R:1
H 0.93914 -0.14344 -3.41144 0.275
H 0.06665 -1.69137 -3.30680 0.252
O -0.79672 -0.42195 0.69434 -0.484
H -1.69575 -0.23757 0.42850 0.280
H -1.34468 -0.04038 -1.93422 0.265
H 1.06953 -0.68492 -0.05412 0.295
C 0.03572 -0.59517 -0.37941 -0.029
C 0.57945 -0.91719 -2.71351 -1.027
C -0.35159 -0.41102 -1.65148 -0.123
H 1.47566 -1.38583 -2.31750 0.296
O 0.34195 1.94921 3.24641 -0.600
H 0.81948 1.13108 3.46678 0.301
H 0.70569 2.33593 4.06247 0.298
```

Summary:
HOMO energy in eV: -8.5
Kohn-Sham gap in hartree: 0.3433
LUMO energy in eV: 0.8661


b) DFT (ωB97M-V/def2-TZVPD) results for a 2-piece molecular cluster, C3H8O2 overall.

```
13
Properties=species:S:1:pos:R:3:mulliken_charge:R:1
O 1.82269 0.11861 -0.51662 -0.527
H -0.34672 -1.22122 -1.41643 0.293
C -0.35904 -0.13935 -1.16237 -0.190
H -2.14227 1.23246 -0.23609 -0.130
C 0.51223 0.20887 0.03803 0.516
H 0.30361 1.22574 0.40134 0.280
H 1.18630 -0.59472 1.92006 0.309
O -0.90962 0.67592 -1.86308 -0.472
H -2.36177 1.09093 0.45624 0.140
H -0.56383 -0.75301 1.65941 0.320
H 0.57526 -1.81014 0.78743 0.339
H 1.86764 0.76264 -1.23784 0.322
C 0.41553 -0.79673 1.16992 -1.200
```

Summary:
HOMO energy in eV: -9.9
Kohn-Sham gap in hartree: 0.3955
LUMO energy in eV: 0.8236


Taking the most stable structure as the zero point, the relative energies in kcal/mol are a) 0.0; b) 8.2.


a) DFT (ωB97M-V/def2-TZVPD) results for a 5-piece molecular cluster, C2H16N2O4 overall.

```
24
Properties=species:S:1:pos:R:3:mulliken_charge:R:1
C -0.16598 -0.80614 2.03052 -0.775
O -1.50082 2.85285 -1.43318 -0.635
N -0.18331 -1.86099 -0.18419 -0.565
N 1.29670 -0.90840 1.95223 -0.669
H -3.44108 -1.39395 -2.34301 0.287
H 1.49075 -1.81965 1.54354 0.304
O 1.24315 2.32608 -1.05351 -0.720
H -1.75606 -0.72869 0.59683 0.460
O 2.67851 0.43621 0.08578 -0.725
H -0.41017 0.18127 0.15389 0.111
H -0.94291 -2.45906 -0.51224 0.220
H 1.64542 -0.97185 2.87990 0.186
H -0.59207 2.54702 -1.41820 0.420
H -0.48164 0.09649 2.56685 0.350
H 1.75700 2.84765 -1.70681 0.288
C -0.70155 -0.75702 0.62341 -0.282
H 1.82252 1.65350 -0.67164 0.452
H 3.05018 -0.22798 -0.42219 0.298
H 0.29572 -1.59874 -1.00172 0.198
H -1.47506 3.73548 -1.08676 0.283
H -2.69706 -0.27700 -1.70057 0.302
H 2.22354 -0.03537 0.74781 0.378
H -0.54306 -1.69138 2.45357 0.426
O -2.61272 -1.14031 -2.10029 -0.591
```

Summary:
HOMO energy in eV: -9.3
Kohn-Sham gap in hartree: 0.3736
LUMO energy in eV: 0.8575


b) DFT (ωB97M-V/def2-TZVPD) results for a 5-piece molecular cluster, C2H16N2O4 overall.

```
24
Properties=species:S:1:pos:R:3:mulliken_charge:R:1
H 0.61853 0.78665 2.01633 0.273
H 1.03810 0.19056 -2.57510 0.404
O -1.12189 -1.97052 2.80649 -0.623
H -2.00982 -1.58828 2.77558 0.335
H 1.67164 -0.80225 -0.04651 0.296
O -1.97116 -1.99853 -0.48563 -0.724
C 1.14862 0.74067 1.06335 -0.736
H 0.98368 2.86539 0.36933 0.325
H 1.44822 2.09433 -2.07197 0.260
O 1.45029 -0.33443 -3.29039 -0.658
N 0.78988 -0.55555 0.40708 -0.376
H 0.69101 -0.77167 -3.70453 0.338
H -2.56624 -0.58085 0.27232 0.418
O -2.99076 0.09809 0.83840 -0.633
H 2.47296 1.18793 -1.04772 0.136
H -0.27279 1.83109 -0.32078 0.250
N 1.55508 1.55144 -1.22952 -0.492
H -1.91079 -2.72144 0.15853 0.349
C 0.79380 1.84386 -0.03543 -0.426
H 2.22642 0.78556 1.24064 0.361
H -0.43405 -1.32559 2.96745 0.287
H -0.00564 -0.59713 -0.18740 0.032
H -2.55196 0.94914 0.83372 0.281
H -1.05314 -1.67847 -0.75425 0.324
```

Summary:
HOMO energy in eV: -9.5
Kohn-Sham gap in hartree: 0.3663
LUMO energy in eV: 0.4631


Taking the most stable structure as the zero point, the relative energies in kcal/mol are a) 0.0; b) 22.5.


a) DFT (ωB97M-V/def2-TZVPD) results for a 2-piece molecular cluster, C2HN3O3 overall.

```
9
Properties=species:S:1:pos:R:3:mulliken_charge:R:1
O 3.24876 -0.43798 0.32996 -0.409
C -1.91063 0.30622 -0.20799 -0.141
H -2.76354 0.75752 0.29649 0.376
C -0.49586 0.69972 -0.28546 0.220
N -2.02611 -0.87015 -0.69267 -0.235
N 0.16533 -0.33725 -0.82105 -0.153
N 2.38724 0.14204 0.84158 0.803
O 2.15867 0.99561 1.61102 -0.407
O -0.76387 -1.25574 -1.07187 -0.053
```

Summary:
HOMO energy (spin up / spin down) in eV: -11.7 / -9.5
Kohn-Sham gap (spin up / spin down) in hartree: 0.4048 / 0.2603
LUMO energy (spin up / spin down) in eV: -0.7246 / -2.4498


b) DFT (ωB97M-V/def2-TZVPD) results for one molecule with the formula C2HN3O3.

```
9
Properties=species:S:1:pos:R:3:mulliken_charge:R:1
C -1.02813 -0.57013 -0.05055 0.594
N 1.32696 -0.55788 -0.26992 0.016
H 2.04376 -1.38197 0.11253 0.333
O -1.93764 -1.32474 -0.08502 -0.452
O 0.17659 -1.07569 0.27299 -0.223
N 1.59822 0.74712 -0.01093 -0.163
C -0.87879 0.98206 -0.02174 0.470
O -1.80623 1.70585 -0.01031 -0.379
N 0.50526 1.47539 0.06295 -0.194
```

Summary:
HOMO energy in eV: -10.4
Kohn-Sham gap in hartree: 0.3256
LUMO energy in eV: -1.5870


c) DFT (ωB97M-V/def2-TZVPD) results for a 2-piece molecular cluster, C2HN3O3 overall.

```
9
Properties=species:S:1:pos:R:3:mulliken_charge:R:1
N 2.31289 0.39781 0.07292 -0.320
N 0.42411 1.52634 0.55645 -0.238
O 1.76394 1.53057 0.69433 -0.033
C 0.05658 0.47820 -0.07118 0.261
H 1.30637 -1.20261 -0.92136 0.379
N -2.13916 -0.71022 -0.06559 0.718
O -2.14309 -1.09200 1.03201 -0.335
O -2.89344 -0.63265 -0.94302 -0.384
C 1.31180 -0.29545 -0.35454 -0.048
```

Summary:
HOMO energy (spin up / spin down) in eV: -10.7 / -11.2
Kohn-Sham gap (spin up / spin down) in hartree: 0.3135 / 0.3464
LUMO energy (spin up / spin down) in eV: -2.1638 / -1.8091


Taking the most stable structure as the zero point, the relative energies in kcal/mol are a) 101.6; b) 0.0; c) 92.7.


a) DFT (ωB97M-V/def2-TZVPD) results for C3H4N2OS as an isolated structure.

```
11
Properties=species:S:1:pos:R:3:mulliken_charge:R:1
S 2.21327 0.79331 0.00872 0.095
N 1.84386 -0.84411 0.02902 -0.191
H -2.12576 0.63029 -1.09978 0.239
O -0.04636 -2.21174 0.03781 -0.582
N 0.72565 1.34093 -0.05406 -0.502
C -0.18067 0.46044 0.00554 0.533
C -1.60642 0.69514 -0.08651 -1.040
H -1.91464 1.65467 0.21736 0.385
H -2.12715 -0.01379 0.67350 0.248
H 2.69546 -1.35584 0.24505 0.251
C 0.52277 -1.14931 0.02335 0.565
```

Summary:
HOMO energy in eV: -8.6
Kohn-Sham gap in hartree: 0.3344
LUMO energy in eV: 0.5226


b) DFT (ωB97M-V/def2-TZVPD) results for a 2-piece molecular cluster, C3H4N2OS overall.

```
11
Properties=species:S:1:pos:R:3:mulliken_charge:R:1
O 2.40417 0.06281 -0.30773 -0.141
C 0.56975 -1.02631 0.12062 -0.281
H -3.19989 0.65216 -0.87580 0.200
C 0.11011 0.30945 -0.07377 0.612
S -2.33590 -0.28103 0.07342 -0.226
N -1.00638 0.98649 -0.16780 -0.459
N 1.85172 -1.06894 -0.03405 -0.285
H 1.57020 0.84805 1.73614 0.237
H 1.48144 2.37993 -0.11135 0.301
C 1.39297 1.13763 0.26332 -0.397
H -0.06503 -1.83362 0.09003 0.438
```

Summary:
HOMO energy in eV: -9.1
Kohn-Sham gap in hartree: 0.3161
LUMO energy in eV: -0.5302


c) DFT (ωB97M-V/def2-TZVPD) results for one molecule with the formula C3H4N2OS.

```
11
Properties=species:S:1:pos:R:3:mulliken_charge:R:1
H -0.00261 -1.96066 -0.20717 0.358
O -2.51230 -0.50909 -0.07303 -0.510
N 0.43004 1.28025 -0.09042 0.181
C -0.04260 -0.87869 -0.08854 -0.262
S 2.72634 -0.06996 -0.06813 -0.257
C 0.95860 0.02143 -0.06821 0.165
N -0.93474 1.20602 -0.07016 -0.819
H -3.02058 0.22268 0.34105 0.369
H 2.75579 -1.37832 0.33176 0.139
H 0.87266 2.17316 0.07288 0.222
C -1.23058 -0.10683 -0.08005 0.414
```

Summary:
HOMO energy in eV: -8.6
Kohn-Sham gap in hartree: 0.3416
LUMO energy in eV: 0.7075


Taking the most stable structure as the zero point, the relative energies in kcal/mol are a) 12.3; b) 139.4; c) 0.0.